{
  "formula": "C35H31AuN7O4S",
  "method": "ωB97M-V/def2-TZVPD",
  "homo_lumo_gap_ev": [6.57, 7.22],
  "total_charge": 1,
  "total_energy_ha": -2570.10723,
  "multiplicity": 3,
  "e_homo_ha": [-0.379, -0.430],
  "elements": ["Au", "C", "C", "N", "C", "C", "C", "C", "C", "C", "C", "C", "C", "N", "C", "H", "H", "H", "H", "H", "H", "H", "H", "C", "C", "C", "C", "C", "C", "C", "C", "N", "H", "H", "H", "H", "H", "H", "N", "C", "C", "C", "C", "C", "C", "C", "H", "H", "H", "H", "C", "C", "S", "O", "O", "C", "C", "N", "C", "N", "C", "C", "N", "O", "O", "C", "H", "H", "H", "H", "H", "H", "H", "H", "H", "H", "H", "H", "H"],
  "coordinates": [[-0.489291, -0.150156, -0.312883], [0.086272, 0.296351, 4.110508], [0.111024, 0.478371, 2.725634], [-0.401006, -0.398987, 1.881406], [-0.975335, -1.526452, 2.367146], [-1.053002, -1.785754, 3.739718], [-0.499491, -0.836015, 4.616190], [-1.687971, -2.988382, 4.202757], [-2.213199, -3.872639, 3.331856], [-2.145503, -3.639528, 1.916283], [-2.680394, -4.530463, 0.966303], [-2.581178, -4.241853, -0.369369], [-1.940971, -3.058353, -0.760620], [-1.436059, -2.216990, 0.115729], [-1.528672, -2.481872, 1.435158], [0.519916, 1.046120, 4.756887], [0.546348, 1.368673, 2.285517], [-0.543937, -1.007713, 5.684851], [-1.736978, -3.165382, 5.269895], [-2.694447, -4.776589, 3.683999], [-3.167252, -5.437963, 1.302314], [-2.983875, -4.905105, -1.121753], [-1.835442, -2.788773, -1.805950], [2.653937, 0.053575, -0.072127], [2.717514, 1.329642, -0.636257], [2.836031, 1.516921, -2.039983], [2.967929, 2.774244, -2.579818], [2.975585, 3.898162, -1.743580], [2.834065, 3.745260, -0.356448], [2.703484, 2.490321, 0.184712], [3.139553, 5.210288, -2.296523], [3.262109, 6.269782, -2.728069], [2.594172, -0.070066, 1.002254], [2.747337, -0.837334, -0.679625], [2.839155, 0.650217, -2.687891], [3.075720, 2.905388, -3.648520], [2.856368, 4.622054, 0.278690], [2.634948, 2.372203, 1.260749], [-0.877780, -0.438166, -7.706032], [-0.809931, -0.379950, -6.559922], [-0.724394, -0.307981, -5.125338], [-1.669948, 0.420547, -4.408156], [-1.584181, 0.486151, -3.025307], [-0.558924, -0.166670, -2.343929], [0.371597, -0.907040, -3.071618], [0.297786, -0.975364, -4.455439], [-2.465920, 0.929530, -4.936502], [-2.328219, 1.055794, -2.478484], [1.166943, -1.442349, -2.564929], [1.022461, -1.548271, -5.019718], [1.904715, 8.233312, -0.191004], [0.522364, 8.828574, -0.401339], [-0.629129, 7.710653, -1.150208], [-1.863033, 8.408320, -1.391618], [0.021552, 7.000091, -2.223664], [-0.967192, 6.472844, 0.094721], [-2.001879, 5.536338, -0.524076], [-1.908258, 4.170723, 0.003301], [-1.213181, 3.184495, -0.603906], [-1.372356, 2.032979, 0.042409], [-2.183902, 2.279453, 1.111514], [-2.511615, 3.595892, 1.101779], [-3.294645, 4.303711, 2.074588], [-3.820151, 3.629429, 2.936673], [-3.355485, 5.517789, 1.980191], [-0.416368, 3.377898, -1.843691], [2.595554, 9.019253, 0.112019], [2.276659, 7.783590, -1.110497], [1.900490, 7.478343, 0.598920], [0.533172, 9.668968, -1.099845], [0.049087, 9.176052, 0.519503], [-1.333230, 6.941868, 1.007259], [-0.027173, 5.950302, 0.284067], [-1.828298, 5.452117, -1.594957], [-3.005383, 5.910482, -0.376464], [-2.494016, 1.527522, 1.817710], [-1.066897, 3.398986, -2.721633], [0.273966, 2.543504, -1.952719], [0.144805, 4.313853, -1.823193]],
  "forces_ev_per_a": [[-0.3, 0.1, 0.0], [0.0, 0.0, 0.0], [0.0, 0.0, 0.0], [0.0, 0.0, 0.0], [0.0, 0.0, 0.0], [0.0, 0.0, 0.1], [0.0, 0.0, 0.0], [0.0, 0.0, 0.0], [0.0, 0.0, 0.0], [0.0, 0.0, 0.0], [0.0, 0.0, 0.0], [0.0, 0.0, 0.0], [0.0, 0.0, 0.0], [0.1, -0.1, 0.0], [0.0, 0.1, 0.0], [0.0, 0.0, 0.0], [0.0, 0.0, 0.0], [0.0, 0.0, 0.0], [0.0, 0.0, 0.0], [0.0, 0.0, 0.0], [0.0, 0.0, 0.0], [0.0, 0.0, 0.0], [0.0, 0.0, 0.0], [0.0, 0.0, 0.0], [0.0, 0.0, 0.0], [0.0, 0.0, 0.0], [0.0, 0.0, 0.0], [0.0, 0.0, 0.0], [0.0, 0.0, 0.0], [0.0, 0.0, 0.0], [0.0, 0.1, -0.1], [0.0, -0.1, 0.0], [0.0, 0.0, 0.0], [0.0, 0.1, 0.0], [0.0, 0.0, 0.0], [0.0, 0.0, 0.0], [0.0, 0.0, 0.0], [0.0, 0.0, 0.0], [0.0, 0.0, 0.1], [0.0, 0.0, -0.1], [0.0, 0.0, 0.0], [0.0, 0.0, 0.0], [0.0, 0.0, 0.0], [0.0, 0.0, 0.0], [0.0, 0.0, 0.0], [0.0, 0.0, 0.0], [0.0, 0.0, 0.0], [0.0, 0.0, 0.0], [0.0, 0.0, 0.0], [0.0, 0.0, 0.0], [0.0, 0.0, 0.0], [0.0, 0.1, 0.1], [0.0, 0.0, 0.0], [0.0, 0.0, 0.0], [0.0, 0.0, 0.0], [0.0, -0.1, 0.1], [0.1, -0.1, 0.0], [0.1, 0.0, 0.0], [-0.1, 0.0, -0.1], [0.2, 0.0, 0.1], [0.0, 0.0, 0.0], [-0.1, 0.1, 0.0], [0.0, 0.1, 0.1], [0.1, 0.1, -0.1], [0.0, -0.2, 0.0], [0.0, 0.0, 0.1], [0.0, 0.0, 0.0], [0.0, 0.1, 0.0], [0.0, 0.0, 0.0], [0.0, 0.0, 0.0], [0.0, 0.0, 0.0], [0.0, 0.0, 0.0], [0.0, 0.0, 0.0], [0.0, 0.0, 0.0], [-0.1, 0.0, 0.1], [0.0, 0.0, 0.0], [0.0, 0.0, 0.0], [0.0, 0.0, 0.0], [0.0, 0.0, 0.0]],
  "nbo_charge": [1.053, -0.250, 0.083, -0.543, 0.226, -0.099, -0.090, -0.176, -0.154, -0.090, -0.112, -0.233, 0.085, -0.495, 0.214, 0.246, 0.217, 0.238, 0.236, 0.235, 0.237, 0.247, 0.227, -0.315, -0.111, -0.181, -0.160, -0.174, -0.129, -0.207, 0.260, -0.272, 0.192, 0.201, 0.228, 0.243, 0.224, 0.211, -0.271, 0.258, -0.170, -0.151, -0.296, -0.226, -0.302, -0.154, 0.235, 0.218, 0.215, 0.235, -0.630, -0.667, 2.189, -0.934, -0.956, -0.688, -0.231, -0.307, 0.440, -0.556, -0.031, 0.138, 0.527, -0.350, -0.375, -0.685, 0.236, 0.258, 0.196, 0.266, 0.242, 0.261, 0.233, 0.246, 0.263, 0.241, 0.254, 0.260, 0.258]
}